# 1
Entry from OMol25: C4H9NO2 in the gas phase (the ωB97M-V functional and the def2-TZVPD basis).

The geometry in XYZ format:
```
16
Properties=species:S:1:pos:R:3:forces:R:3
C -0.682751 -0.115374 0.231197 -0.100 1.511 1.240
C -0.161812 1.268752 0.684298 -0.653 0.446 0.680
C -1.338342 2.241085 0.872516 1.088 -0.508 -0.464
O -2.486691 1.960471 0.671163 -0.205 0.099 0.026
N 0.311766 -1.143227 0.196767 0.060 0.587 -0.682
C 1.193607 -1.281921 -0.940223 0.181 0.616 1.045
O 1.132200 -2.618112 -1.356010 -0.079 -0.307 -0.345
H -1.310417 0.175623 -0.620599 0.265 -1.014 -0.616
H -1.387708 -0.383894 1.017497 -0.168 -0.167 -0.127
H 0.256085 1.310937 1.699676 0.163 -0.610 0.056
H 0.648381 1.707302 0.092752 -0.289 0.008 -0.347
H -1.032231 3.218814 1.281380 -0.169 0.260 0.015
H 0.000336 -2.008433 0.580142 -0.039 -0.531 -0.108
H 2.201581 -1.012575 -0.586483 0.153 -0.284 -0.380
H 0.931158 -0.558020 -1.723662 -0.252 -0.143 -0.052
H 1.724834 -2.761426 -2.100412 0.045 0.039 0.059
```
Forces are in eV/Å.

Computed properties:
SMILES string ... O=CCCNCO
Charge ... 0
ΔE to the lowest compared entry with this formula, charge and spin ... 53.4 kcal per mole
Kohn-Sham gap ... 9.538 eV
Strongest force on any atom ... 2.0 eV Å⁻¹

# 2
Entry from OMol25: 2 unconnected molecules or ions with the total composition C4H9NO2 (the ωB97M-V functional and the def2-TZVPD basis).

The geometry in XYZ format:
```
16
Properties=species:S:1:pos:R:3:forces:R:3
C -2.396183 0.588552 0.523700 -0.012 0.076 0.003
C -1.917573 -0.861993 0.555866 0.029 -0.069 -0.001
N 1.523477 0.368370 0.174117 -0.300 0.243 0.470
C 1.099873 1.283475 0.875544 -0.138 0.216 0.355
O 0.625798 2.014293 1.657482 0.382 -0.527 -0.645
O 2.252718 0.639886 -0.979285 0.068 0.135 -0.113
C 2.824774 -0.584781 -1.418040 0.109 -0.172 -0.110
H -2.280478 1.023284 -0.475827 -0.018 -0.070 0.143
H -3.454832 0.664356 0.795503 0.159 -0.006 -0.040
H -1.828096 1.213214 1.222272 -0.130 -0.113 -0.115
H -2.025181 -1.293914 1.557185 0.012 0.066 -0.148
H -2.493699 -1.486243 -0.136583 0.090 0.094 0.106
H -0.861248 -0.936518 0.274148 -0.189 -0.009 0.045
H 3.399567 -0.318601 -2.308540 -0.107 -0.083 0.151
H 3.486052 -0.998962 -0.648615 -0.088 0.065 -0.138
H 2.045030 -1.314421 -1.668923 0.133 0.155 0.037
```
Forces are in eV/Å.

Computed properties:
SMILES string ... CON=C=O.CC
Charge ... 0
ΔE to the lowest compared entry with this formula, charge and spin ... 84.6 kcal per mole
Kohn-Sham gap ... 10.205 eV
Strongest force on any atom ... 0.9 eV Å⁻¹

# 3
Entry from OMol25: C4H9NO2 in the gas phase (the ωB97M-V functional and the def2-TZVPD basis).

The geometry in XYZ format:
```
16
Properties=species:S:1:pos:R:3:forces:R:3
C 2.059825 0.159144 -0.012698 0.263 -0.055 0.833
C -0.821802 -1.026414 0.662266 -2.396 -4.392 0.277
C -1.382964 0.737293 -0.923966 1.207 2.728 3.157
C 0.676058 0.662902 0.512189 1.149 -1.772 -4.458
N -0.379964 -0.080409 -0.363799 2.506 -0.736 4.855
O 2.081261 -0.827943 -0.886501 -1.440 -0.052 -0.952
O 3.094935 0.513319 0.447942 0.957 1.250 1.021
H -1.272917 -0.677855 1.657281 0.706 0.406 -1.408
H -1.733206 -1.714184 0.221862 2.276 1.482 0.852
H 0.022399 -1.807240 1.006080 -1.667 1.891 -1.134
H -0.920086 1.091984 -1.779891 0.098 1.580 -1.775
H -2.183743 0.183408 -1.117247 -3.319 -2.535 -1.349
H -1.786317 1.504118 -0.179642 0.716 -0.336 -1.089
H 0.659120 1.702214 0.422093 -0.263 1.715 -0.350
H 0.743322 0.407872 1.519660 -0.679 -0.549 1.737
H 1.144086 -0.828214 -1.185628 -0.113 -0.627 -0.217
```
Forces are in eV/Å.

Computed properties:
SMILES string ... CN(C)CC(=O)O
Charge ... 0
ΔE to the lowest compared entry with this formula, charge and spin ... 62.7 kcal per mole
Kohn-Sham gap ... 10.402 eV
Strongest force on any atom ... 5.5 eV Å⁻¹

# 4
Entry from OMol25: C4H9NO2 in the gas phase (the ωB97M-V functional and the def2-TZVPD basis).

The geometry in XYZ format:
```
16
Properties=species:S:1:pos:R:3:forces:R:3
C 2.118006 -0.215157 -1.312181 0.170 -0.033 -0.090
N 0.980660 0.074339 -0.478578 -0.097 0.129 0.379
C 1.013317 0.712986 0.607454 0.120 -0.165 -0.397
O -0.102368 0.961914 1.309822 0.033 -0.014 -0.010
C -1.353072 0.775945 0.609371 -0.167 -0.032 -0.118
C -1.923196 -0.639288 0.630736 -0.242 0.282 0.252
O -1.278806 -1.576660 -0.190800 0.112 -0.115 0.060
H 2.119500 -1.293315 -1.499905 0.148 0.126 -0.006
H 1.975939 0.269013 -2.285190 0.069 -0.046 0.174
H 3.098648 0.076915 -0.911877 -0.164 0.045 0.086
H 1.888430 1.147367 1.107628 -0.066 -0.174 -0.159
H -2.045555 1.436719 1.137476 0.059 -0.096 -0.077
H -1.219386 1.119620 -0.422048 -0.081 -0.052 0.141
H -1.967690 -0.986090 1.677886 0.027 0.062 -0.182
H -2.958947 -0.551239 0.264778 0.199 -0.016 0.171
H -0.345484 -1.313068 -0.244573 -0.122 0.100 -0.224
```
Forces are in eV/Å.

Computed properties:
SMILES string ... C/N=C/OCCO
Charge ... 0
ΔE to the lowest compared entry with this formula, charge and spin ... 45.6 kcal per mole
Kohn-Sham gap ... 10.702 eV
Strongest force on any atom ... 0.4 eV Å⁻¹

# 5
Entry from OMol25: C4H9NO2 in the gas phase (the ωB97M-V functional and the def2-TZVPD basis).

The geometry in XYZ format:
```
16
Properties=species:S:1:pos:R:3:forces:R:3
C -1.995705 -0.322755 -0.781029 -0.093 0.003 0.033
C -0.669129 0.393290 -0.571362 0.049 -0.339 -0.128
O -0.815833 1.796310 -0.436930 -0.195 0.121 0.268
C 0.148916 -0.203198 0.605071 0.022 0.002 -0.079
C 1.558760 -0.487030 0.107803 -0.006 -0.186 -0.102
O 1.748796 -1.019830 -0.973622 0.037 0.186 0.372
N 2.592030 -0.087864 0.896999 0.130 -0.038 0.063
H -2.651363 -0.241446 0.093598 0.072 0.033 -0.010
H -1.819532 -1.386551 -0.968033 0.001 0.120 0.016
H -2.520647 0.093555 -1.643734 0.051 0.003 0.087
H -0.077560 0.267411 -1.482538 -0.082 -0.022 0.191
H -1.365723 1.959123 0.339915 0.019 0.088 -0.122
H 0.154334 0.480478 1.467554 -0.032 -0.123 -0.285
H -0.291335 -1.152600 0.943958 0.165 0.178 -0.161
H 3.516748 -0.270557 0.539383 -0.039 -0.052 0.153
H 2.487240 0.181671 1.862960 -0.099 0.025 -0.297
```
Forces are in eV/Å.

Computed properties:
SMILES string ... C[C@@H](O)CC(N)=O
Charge ... 0
ΔE to the lowest compared entry with this formula, charge and spin ... 13.9 kcal per mole
Kohn-Sham gap ... 10.703 eV
Strongest force on any atom ... 0.4 eV Å⁻¹

# 6
Entry from OMol25: C4H9NO2 in the gas phase (the ωB97M-V functional and the def2-TZVPD basis).

The geometry in XYZ format:
```
16
Properties=species:S:1:pos:R:3:forces:R:3
C -2.499764 0.081535 -0.186510 -0.069 -0.029 0.025
C -1.005046 0.376548 -0.234806 0.032 0.021 -0.075
C -0.206769 -0.301971 0.867161 -0.212 -0.028 0.018
O 1.145397 0.169469 0.811988 0.170 -0.102 -0.067
C 1.956909 -0.466753 -0.061393 -0.005 -0.151 -0.157
O 1.724808 -1.531766 -0.588937 -0.003 0.387 0.214
N 3.103243 0.264402 -0.237370 -0.045 0.093 -0.167
H -2.941702 0.417471 0.757999 0.050 -0.050 -0.105
H -3.018996 0.599260 -1.000056 0.073 -0.095 0.145
H -2.702563 -0.989457 -0.291610 0.041 0.121 0.022
H -0.592934 0.055522 -1.197951 -0.039 0.039 0.077
H -0.831240 1.456015 -0.153028 -0.047 -0.111 -0.021
H -0.563972 -0.008485 1.857914 0.001 -0.078 -0.119
H -0.222354 -1.392789 0.775611 -0.010 0.184 0.021
H 3.629856 0.017018 -1.059284 0.023 -0.091 0.092
H 3.025121 1.253988 -0.059723 0.040 -0.111 0.097
```
Forces are in eV/Å.

Computed properties:
SMILES string ... CCCOC(N)=O
Charge ... 0
ΔE to the lowest compared entry with this formula, charge and spin ... 4.3 kcal per mole
Kohn-Sham gap ... 11.349 eV
Strongest force on any atom ... 0.4 eV Å⁻¹

# 7
Entry from OMol25: C4H9NO2 in the gas phase (the ωB97M-V functional and the def2-TZVPD basis).

The geometry in XYZ format:
```
16
Properties=species:S:1:pos:R:3:forces:R:3
C 2.339213 0.449407 1.020853 0.291 0.027 0.172
N 1.058417 0.870735 0.510026 0.204 0.323 -0.072
C 0.136237 -0.169490 0.192926 -0.013 0.031 0.208
C -0.402834 -0.151266 -1.202685 0.084 0.149 0.319
O 0.163681 0.242433 -2.192704 -0.772 -0.455 0.545
O -1.676643 -0.615815 -1.197886 -0.370 0.127 0.734
C -2.509140 -0.781233 0.048433 -0.244 -0.151 -0.851
H 2.170867 -0.224348 1.871376 0.092 0.103 -0.183
H 2.858550 1.324808 1.415309 0.127 -0.105 -0.077
H 2.991945 -0.063515 0.292045 -0.152 0.088 0.120
H 1.106452 1.539398 -0.248093 0.331 -0.153 0.017
H -0.762300 -0.049370 0.776092 0.724 0.138 0.541
H 0.501249 -1.188432 0.398867 0.140 0.243 -0.070
H -2.775563 -1.831285 0.019928 -0.462 0.035 -0.075
H -3.326516 -0.093360 -0.132470 -0.406 -0.336 -0.104
H -2.198162 -0.578220 1.100629 0.425 -0.062 -1.224
```
Forces are in eV/Å.

Computed properties:
SMILES string ... CNCC(=O)OC
Charge ... 0
ΔE to the lowest compared entry with this formula, charge and spin ... 58.4 kcal per mole
Kohn-Sham gap ... 9.504 eV
Strongest force on any atom ... 1.3 eV Å⁻¹